(1)
Density functional theory data (the ωB97M-V functional and the def2-TZVPD basis) for a cluster of 9 separate species, C36H96O33P6 in total in a non-equilibrium geometry.

Geometry as XYZ:
```
171
Properties=species:S:1:pos:R:3
C 2.86 -6.11 2.66
O 1.50 -5.71 2.66
P 0.51 -6.12 1.50
O 0.35 -7.56 1.21
O -0.83 -5.46 2.06
C -1.43 -6.03 3.25
O 0.87 -5.21 0.25
C 1.64 -5.70 -0.84
H 3.10 -6.69 1.77
H 3.15 -6.63 3.58
H 3.56 -5.27 2.70
H -1.62 -5.22 3.95
H -0.80 -6.80 3.69
H -2.33 -6.51 2.86
H 2.40 -6.39 -0.47
H 2.16 -4.91 -1.38
H 0.98 -6.25 -1.51
C 2.24 -5.05 5.41
O 1.40 -3.99 5.88
P 2.00 -2.57 6.33
O 0.98 -1.61 6.72
O 2.99 -2.09 5.13
C 2.34 -1.51 4.00
O 3.13 -2.88 7.42
C 2.79 -3.55 8.64
H 1.72 -5.38 4.50
H 2.20 -5.92 6.06
H 3.21 -4.69 5.08
H 2.91 -0.71 3.51
H 1.42 -0.96 4.22
H 2.20 -2.29 3.25
H 2.60 -4.60 8.47
H 2.06 -2.98 9.21
H 3.67 -3.44 9.28
C 3.05 -5.18 -7.50
O 2.48 -4.98 -6.20
P 0.91 -5.14 -6.01
O 0.03 -4.66 -7.09
O 0.72 -4.44 -4.59
C -0.35 -3.49 -4.50
O 0.81 -6.71 -5.68
C -0.39 -7.20 -5.04
H 3.97 -4.62 -7.51
H 2.46 -4.84 -8.36
H 3.14 -6.26 -7.65
H -0.14 -2.45 -4.74
H -0.53 -3.48 -3.42
H -1.29 -3.80 -4.95
H -0.47 -6.65 -4.10
H -0.22 -8.26 -4.85
H -1.26 -7.08 -5.68
C 1.68 -0.64 -2.05
O 0.50 -0.88 -1.23
P 0.57 -0.92 0.35
O 1.56 -1.83 0.92
O 0.81 0.62 0.61
C 0.54 1.24 1.86
O -0.96 -1.13 0.82
C -1.48 -2.43 1.11
H 1.79 -1.55 -2.63
H 2.48 -0.38 -1.36
H 1.42 0.27 -2.59
H -0.50 1.55 1.84
H 1.24 2.04 2.07
H 0.54 0.60 2.75
H -2.43 -2.73 0.66
H -1.61 -2.44 2.19
H -0.79 -3.21 0.79
C -4.18 5.47 -4.45
O -3.40 4.57 -3.69
P -3.88 3.06 -3.43
O -4.98 2.88 -2.46
O -4.16 2.52 -4.89
C -3.19 2.55 -5.95
O -2.47 2.38 -3.03
C -2.37 1.69 -1.80
H -5.14 5.68 -3.98
H -4.40 5.09 -5.45
H -3.70 6.44 -4.57
H -3.21 3.52 -6.44
H -3.45 1.78 -6.67
H -2.20 2.41 -5.52
H -2.62 2.28 -0.91
H -1.36 1.31 -1.67
H -3.09 0.88 -1.71
C 4.21 2.50 -8.10
O 2.88 2.07 -7.72
P 2.68 0.50 -7.52
O 3.74 -0.07 -6.67
O 1.15 0.39 -7.09
C 0.66 0.71 -5.77
O 2.55 -0.05 -8.99
C 2.98 -1.34 -9.41
H 4.66 2.85 -7.17
H 4.06 3.36 -8.75
H 4.76 1.68 -8.56
H 0.35 -0.26 -5.40
H -0.12 1.47 -5.80
H 1.53 0.98 -5.17
H 3.06 -2.10 -8.63
H 3.81 -1.37 -10.10
H 2.17 -1.78 -10.00
C 1.82 3.62 -1.40
O 0.79 4.12 -2.24
C 0.07 5.20 -1.65
C -0.75 5.86 -2.71
O -0.01 6.60 -3.63
C -0.46 6.79 -4.96
C -0.58 5.48 -5.76
O 0.68 5.10 -6.26
C 1.46 4.29 -5.40
H 2.74 4.17 -1.59
H 1.99 2.59 -1.72
H 1.57 3.62 -0.34
H 0.77 5.94 -1.23
H -0.56 4.80 -0.85
H -1.46 6.54 -2.21
H -1.45 5.13 -3.12
H 0.32 7.33 -5.50
H -1.31 7.47 -4.84
H -1.26 5.70 -6.59
H -0.96 4.69 -5.11
H 1.81 4.93 -4.59
H 2.34 3.90 -5.91
H 0.92 3.39 -5.08
C -7.60 -1.63 2.00
O -6.64 -0.75 1.41
C -5.39 -0.88 2.03
C -4.51 0.31 1.70
O -5.01 1.49 2.30
C -3.93 2.36 2.61
C -4.20 3.45 3.66
O -5.43 4.11 3.43
C -6.60 3.46 3.86
H -7.70 -1.33 3.05
H -7.21 -2.64 1.91
H -8.61 -1.49 1.63
H -4.86 -1.78 1.66
H -5.42 -1.00 3.12
H -4.55 0.45 0.61
H -3.49 0.02 1.95
H -3.54 2.81 1.69
H -3.08 1.84 3.08
H -3.39 4.18 3.60
H -4.13 3.06 4.68
H -6.56 2.37 3.88
H -7.36 3.75 3.13
H -6.97 3.79 4.84
C 2.72 3.16 4.38
O 2.11 1.91 4.65
C 1.71 1.74 5.99
C 2.86 1.24 6.88
O 2.83 1.78 8.20
C 1.81 1.26 9.02
C 1.70 1.95 10.39
O 2.88 2.35 11.06
C 3.64 3.30 10.33
H 2.83 3.18 3.30
H 3.70 3.16 4.87
H 2.17 4.05 4.70
H 0.93 0.97 6.04
H 1.20 2.65 6.32
H 3.82 1.48 6.44
H 2.71 0.17 7.01
H 1.96 0.18 9.20
H 0.86 1.28 8.48
H 1.21 1.25 11.07
H 0.97 2.76 10.26
H 3.06 3.89 9.62
H 4.50 2.80 9.89
H 3.98 4.13 10.98
```

Its HOMO-LUMO gap is 9.488 eV. Its HOMO energy is -9.1 eV. The charge is 0. The SMILES is COP(=O)(OC)OC.COP(=O)(OC)OC.COP(=O)(OC)OC.COP(=O)(OC)OC.COP(=O)(OC)OC.COP(=O)(OC)OC.COCCOCCOC.COCCOCCOC.COCCOCCOC.



(2)
Density functional theory data (the ωB97M-V functional and the def2-TZVPD basis) for an isolated molecule of C15H22O5.

Geometry as XYZ:
```
42
Properties=species:S:1:pos:R:3
C -2.46 -2.51 0.98
C -1.16 -1.88 0.47
C 0.02 -2.41 1.29
C 1.34 -1.79 0.85
C 1.27 -0.28 1.02
C 2.56 0.48 0.66
C 3.80 -0.04 1.38
C 2.82 0.55 -0.84
O 3.91 0.67 -1.31
O 1.76 0.55 -1.67
C 0.43 0.21 -1.31
O -0.43 0.96 -2.09
C -0.98 2.09 -1.41
C -1.19 3.20 -2.44
C -2.29 1.68 -0.70
C -2.35 0.18 -0.40
C -1.24 -0.34 0.52
C 0.12 0.32 0.19
O 0.05 1.69 0.60
O -0.05 2.58 -0.50
H -2.35 -3.59 1.03
H -2.69 -2.15 1.98
H -3.30 -2.29 0.33
H -1.02 -2.19 -0.57
H 0.07 -3.49 1.19
H -0.15 -2.18 2.34
H 2.14 -2.19 1.48
H 1.57 -2.06 -0.18
H 1.05 -0.06 2.07
H 2.41 1.52 0.96
H 4.64 0.62 1.17
H 4.07 -1.04 1.02
H 3.63 -0.08 2.45
H 0.29 -0.84 -1.64
H -1.72 4.03 -1.98
H -0.22 3.54 -2.79
H -1.75 2.79 -3.28
H -3.14 1.94 -1.34
H -2.37 2.25 0.23
H -3.32 -0.03 0.06
H -2.32 -0.36 -1.35
H -1.46 -0.04 1.55
```

Its HOMO-LUMO gap is 10.728 eV. Its HOMO energy is -9.9 eV. The charge is 0. The SMILES is C[C@@H]1CC[C@H]2[C@@H](C)C(=O)O[C@@H]3O[C@@]4(C)CC[C@@H]1[C@]32OO4. The calculation puts the relative energy (zero: lowest compared OMol25 entry of this formula, charge and spin) at 2.643 eV.



(3)
Density functional theory data (the ωB97M-V functional and the def2-TZVPD basis) for a cluster of 2 separate species, C5H8NO3 in total in a non-equilibrium geometry.

Geometry as XYZ:
```
17
Properties=species:S:1:pos:R:3
C -1.13 -0.26 -0.02
C 1.30 -0.33 0.15
C -0.74 -1.66 -0.45
C 0.70 -1.73 -0.03
C -0.02 1.80 0.95
N 0.02 0.57 0.18
O -2.21 0.20 0.24
O 2.35 0.09 0.38
O -0.25 1.22 -1.64
H -1.31 -2.39 -0.02
H -0.64 -1.77 -1.60
H 1.34 -2.27 -0.68
H 0.92 -2.10 0.94
H 0.29 1.71 1.95
H 0.52 2.60 0.43
H -1.16 2.12 0.91
H 0.01 2.20 -1.71
```

Its HOMO-LUMO gap (spin up / spin down) is 7.476 / 7.512 eV. Its HOMO energy (spin up / spin down) is -15.8 / -15.8 eV. The charge is +1. The calculation puts the relative energy (zero: lowest compared OMol25 entry of this formula, charge and spin) at 3.713 eV.



(4)
Density functional theory data (the ωB97M-V functional and the def2-TZVPD basis) for an isolated molecule of C3H6ClOP in a non-equilibrium geometry.

Geometry as XYZ:
```
12
Properties=species:S:1:pos:R:3
C 0.57 -0.43 -0.29
C -0.19 0.79 0.19
C -1.46 0.39 0.99
O -4.24 0.27 1.06
P -3.01 0.59 0.39
Cl -3.05 2.10 -0.80
H 1.30 -0.96 0.33
H -0.01 -1.39 -0.36
H 1.16 -0.22 -1.15
H 0.50 1.21 0.98
H -0.45 1.55 -0.51
H -1.37 -0.45 1.74
```

Its HOMO-LUMO gap is 8.682 eV. Its HOMO energy is -9.0 eV. The charge is 0. The calculation puts the relative energy (zero: lowest compared OMol25 entry of this formula, charge and spin) at 1.284 eV.



(5)
Density functional theory data (the ωB97M-V functional and the def2-TZVPD basis) for a cluster of 2 separate species, C6H9NO2S2 in total in a non-equilibrium geometry.

Geometry as XYZ:
```
20
Properties=species:S:1:pos:R:3
C -2.25 -0.81 0.60
C 0.23 -0.47 0.80
C 3.15 -0.44 -0.40
C -3.04 1.75 -0.47
C 2.49 0.19 0.82
C -1.12 -0.03 0.33
N -3.20 -1.42 0.81
O 0.44 -1.52 1.33
O 1.12 0.48 0.54
S -0.67 -1.22 -1.88
S -1.29 1.65 0.01
H 2.67 -1.39 -0.63
H 3.05 0.22 -1.26
H 4.20 -0.61 -0.20
H -3.22 2.78 -0.75
H -3.67 1.46 0.36
H -3.20 1.10 -1.33
H 2.94 1.15 1.07
H 2.54 -0.49 1.68
H -1.15 -2.39 -1.45
```

Its HOMO-LUMO gap (spin up / spin down) is 7.023 / 7.289 eV. Its HOMO energy (spin up / spin down) is -8.9 / -9.3 eV. The charge is 0. The calculation puts the relative energy (zero: lowest compared OMol25 entry of this formula, charge and spin) at 1.083 eV.



(6)
Density functional theory data (the ωB97M-V functional and the def2-TZVPD basis) for a cluster of 2 separate species, C4H11N3O3P in total in a non-equilibrium geometry.

Geometry as XYZ:
```
22
Properties=species:S:1:pos:R:3
C 0.10 -2.00 0.10
C 1.68 1.08 1.11
C 1.64 0.56 -1.28
C 1.53 -0.07 0.12
N -2.49 0.05 -1.24
N -2.89 -0.06 1.28
N 0.20 -0.70 0.30
O -1.11 -2.53 0.44
O 0.94 -2.87 -0.22
O -1.42 2.05 0.19
P -1.98 0.69 0.18
H 2.69 1.51 0.91
H 1.00 1.89 0.93
H 1.46 0.77 2.14
H 1.89 1.63 -1.29
H 0.78 0.41 -1.93
H 2.56 0.17 -1.79
H 2.32 -0.75 0.22
H -2.37 -0.87 -1.01
H -2.01 0.51 -2.02
H -1.76 -1.89 0.77
H -2.73 0.43 2.12
```

Its HOMO-LUMO gap is 8.254 eV. Its HOMO energy is -4.6 eV. The charge is -1. The calculation puts the relative energy (zero: lowest compared OMol25 entry of this formula, charge and spin) at 0.460 eV.



Look up the charge of the fifth one.
0



Number 3 is which compound?
C5H8NO3